No. 1
C37H73NO21 | ωB97M-V/def2-TZVPD

Output
orbital gap = 10.311 eV
LUMO energy = 0.3 eV
SMILES = C[C@H]1COC(=O)O1.C[N+](=O)[O-].CCOC(C)=O.CCOC(C)=O.CCOC(C)=O.CCOC(C)=O.CCOC(C)=O.CCOC(C)=O.CCOC(C)=O.CCOC(C)=O
charge = 0

Each line ends with the Mulliken charge.
CARTESIAN COORDINATES (ANGSTROEM)
C: -8.32865 -4.14895 22.34929  -1.067
C: -7.68661 -4.47938 21.02733  0.238
C: -7.92544 -3.47346 19.93892  -0.130
O: -6.69827 -3.52663 19.18056  -0.380
C: -5.67417 -3.89942 20.11828  0.636
O: -4.51351 -3.79172 19.87534  -0.555
O: -6.24765 -4.35305 21.21748  -0.317
H: -8.00576 -4.79548 23.14525  0.397
H: -9.43801 -4.14893 22.23216  0.348
H: -8.12897 -3.09718 22.47744  0.078
H: -7.85819 -5.52540 20.77309  0.349
H: -8.05642 -2.43924 20.31376  -0.014
H: -8.71494 -3.86490 19.30972  0.345
C: 0.29008 4.45018 26.62374  -0.626
N: 0.89084 3.53500 25.60910  0.966
O: 0.88851 3.96822 24.45073  -0.534
O: 1.42196 2.50196 25.96814  -0.543
H: -0.76629 4.36928 26.67758  0.255
H: 0.65381 5.46421 26.36589  0.262
H: 0.66738 4.16200 27.59901  0.264
C: -0.29127 -0.96660 20.76482  -1.246
C: -1.31527 -1.67546 21.67900  0.041
O: -1.26232 -0.94956 22.99296  -0.066
C: -1.14823 -1.65865 24.08384  0.286
C: -1.44592 -0.73602 25.24329  -0.564
O: -0.82647 -2.80386 24.19870  -0.646
H: 0.66106 -1.08875 21.28597  0.343
H: -0.48758 0.11591 20.72671  0.172
H: -0.17848 -1.36799 19.77132  0.420
H: -2.32362 -1.64320 21.29360  -0.022
H: -1.04248 -2.72152 21.80414  0.476
H: -0.42899 -0.49088 25.58017  0.481
H: -1.88417 -1.21183 26.11276  0.511
H: -1.99256 0.15460 24.95108  -0.075
C: -1.83894 6.08334 20.77891  -1.630
C: -3.18894 5.45603 20.62330  0.933
O: -3.18958 4.76644 19.34076  -0.371
C: -4.28908 3.94870 19.00000  0.772
C: -4.11167 3.42541 17.58543  -1.131
O: -5.20937 3.71635 19.70853  -0.470
H: -1.10708 5.37702 20.44190  0.394
H: -1.69421 6.42796 21.78114  0.354
H: -1.79571 6.89755 20.08550  0.410
H: -3.42832 4.75784 21.42302  -0.441
H: -3.97514 6.23087 20.57159  0.322
H: -5.00296 3.50164 16.94646  0.319
H: -3.91681 2.36482 17.64032  0.261
H: -3.30206 3.87861 17.08398  0.351
C: -10.32895 2.71460 17.35480  -1.492
C: -10.20726 1.52195 18.21991  0.675
O: -9.61703 0.40757 17.52910  -0.434
C: -8.67365 -0.32280 18.16265  0.994
C: -7.87561 -1.18108 17.23894  -1.183
O: -8.43954 -0.14461 19.34601  -0.412
H: -9.36109 2.90128 16.99781  0.375
H: -10.75337 3.63125 17.78416  0.355
H: -10.93900 2.59298 16.47368  0.340
H: -9.52765 1.75026 19.07645  0.193
H: -11.13281 1.18929 18.69057  -0.263
H: -7.26427 -0.57069 16.61246  0.380
H: -8.62426 -1.65752 16.57850  0.350
H: -7.27922 -1.87064 17.78133  0.239
C: -15.04581 -0.51355 20.18855  -1.260
C: -13.76105 0.10428 19.66104  -0.233
O: -12.62970 -0.51369 20.35936  -0.297
C: -11.81799 0.27580 21.07834  0.761
C: -10.86295 -0.58581 21.87845  -0.376
O: -11.88677 1.47431 21.10480  -0.612
H: -15.38339 -0.19507 21.20251  0.293
H: -15.01691 -1.60543 20.15962  0.328
H: -15.82433 -0.26054 19.44720  0.376
H: -13.57088 -0.14525 18.62295  0.316
H: -13.73482 1.18822 19.82031  0.365
H: -10.60069 -0.08156 22.77398  0.383
H: -10.02520 -0.84677 21.21744  -0.306
H: -11.39265 -1.56985 22.03594  0.295
C: -3.20856 2.26061 27.11925  -0.033
C: -2.58884 1.23158 28.04436  0.029
O: -1.83824 2.04391 29.05176  -0.304
C: -1.13970 1.34246 29.96362  0.723
C: -0.57938 2.36878 30.90533  -1.032
O: -0.98585 0.12813 29.93871  -0.592
H: -3.93380 2.93297 27.57029  0.542
H: -3.66007 1.54754 26.36502  -0.283
H: -2.43176 2.81937 26.68719  -0.402
H: -3.19391 0.49646 28.57820  0.342
H: -1.86252 0.63876 27.46053  0.060
H: -0.37219 1.98471 31.93226  0.330
H: -1.17656 3.25620 30.87520  0.303
H: 0.40811 2.56997 30.47048  0.239
C: -6.10815 5.13565 22.82021  -1.225
C: -4.95773 5.54920 23.68849  0.381
O: -4.52493 6.86787 23.44925  -0.359
C: -3.52867 7.37283 24.18853  0.819
C: -3.24171 8.79887 23.97711  -1.109
O: -2.91755 6.70511 25.00333  -0.578
H: -6.94673 5.83224 23.00248  0.392
H: -6.43242 4.12065 22.99162  0.294
H: -5.91300 5.17110 21.74991  0.152
H: -5.18569 5.59552 24.79598  0.443
H: -4.01428 4.92496 23.61873  -0.136
H: -2.88920 9.02998 23.00360  0.309
H: -2.51222 9.21836 24.66991  0.328
H: -4.18667 9.30599 24.19478  0.306
C: -6.74953 -1.22904 27.22182  -1.351
C: -6.41729 -0.31444 26.16186  -0.221
O: -5.27760 -0.85320 25.37143  -0.009
C: -5.66326 -1.63293 24.34905  0.349
C: -4.46397 -2.19017 23.66481  0.721
O: -6.81128 -1.97706 24.07427  -0.673
H: -7.56572 -0.85164 27.77865  0.501
H: -5.90072 -1.32113 27.96426  0.224
H: -7.15560 -2.20326 26.92462  0.297
H: -7.19680 -0.17048 25.46243  0.419
H: -6.06608 0.61049 26.62837  0.300
H: -3.77771 -1.37585 23.35012  -0.727
H: -4.69525 -2.79111 22.80862  -0.315
H: -3.91111 -2.83770 24.39532  0.523
C: -5.31360 -0.12650 21.11313  -0.457
C: -4.96122 0.91920 22.12268  -0.232
O: -3.49744 1.12805 22.15747  -0.261
C: -2.99222 1.97747 23.05882  0.850
C: -1.56684 2.37087 22.71949  -1.148
O: -3.64160 2.36974 24.00661  -0.534
H: -4.86669 -1.14309 21.33141  -0.502
H: -5.00086 0.05917 20.10179  0.641
H: -6.42208 -0.18908 21.19849  0.052
H: -5.38409 1.87880 21.80729  0.469
H: -5.30176 0.66246 23.11198  0.012
H: -1.44523 2.47897 21.63808  0.268
H: -0.98516 1.53562 23.10359  0.213
H: -1.35335 3.34748 23.10476  0.349

Forces on atoms 1 to 3 (eV/Å):
-1.4 0.8 -1.3
0.5 -0.2 1.3
0.4 -0.4 -0.5

---

No. 2
C15H25Br2NO2 | ωB97M-V/def2-TZVPD

Output
orbital gap = 9.444 eV
LUMO energy = 0.2 eV
SMILES = c1ccncc1.C1CCOC1.C1CCOC1.BrCCBr
energy relative to the best compared isomer or geometry (same formula, charge and spin) = 0.0021 eV
charge = 0

Each line ends with the natural charge from an NBO analysis.
CARTESIAN COORDINATES (ANGSTROEM)
C: 1.35107 -1.01492 -3.90445  -0.182
C: 0.51210 -2.07392 -4.17541  -0.259
C: -0.09767 -2.70085 -3.08713  0.025
N: 0.01464 -2.22087 -1.78701  -0.423
C: 0.83625 -1.21680 -1.59783  0.035
C: 1.46203 -0.50413 -2.66385  -0.261
H: 1.85665 -0.51221 -4.71566  0.214
H: 0.36332 -2.55173 -5.13249  0.225
H: -0.76587 -3.54464 -3.17621  0.199
H: 0.64897 -0.85255 -0.59850  0.196
H: 2.06035 0.36715 -2.44186  0.225
C: -2.89276 -2.49667 2.56313  -0.432
C: -1.56609 -2.01178 2.18612  -0.440
C: -0.81970 -3.22321 1.78273  -0.079
O: -1.22681 -4.26182 2.63980  -0.522
C: -2.55475 -3.95075 3.08600  -0.073
H: -3.58774 -2.45947 1.72426  0.205
H: -3.30282 -1.82738 3.31944  0.217
H: -1.15869 -1.38576 2.98000  0.203
H: -1.60114 -1.34144 1.32733  0.212
H: 0.26935 -3.21518 1.82747  0.185
H: -0.96704 -3.33647 0.70869  0.176
H: -2.61289 -4.03590 4.17111  0.175
H: -3.29564 -4.66555 2.72789  0.171
C: -0.12034 2.12935 0.95007  -0.449
C: 0.92969 1.29515 1.75653  -0.444
C: 0.39882 1.36911 3.20091  -0.063
O: -0.92970 1.82644 3.08393  -0.530
C: -1.04638 2.76687 2.04594  -0.065
H: -0.63102 1.45525 0.26240  0.207
H: 0.09592 2.80368 0.12145  0.219
H: 1.87853 1.82851 1.69876  0.210
H: 1.07946 0.24577 1.50261  0.215
H: 0.94658 2.06217 3.83945  0.161
H: 0.44256 0.41216 3.72096  0.190
H: -0.57050 3.70699 2.32489  0.148
H: -2.07568 3.03039 1.80264  0.200
Br: 2.73730 2.72531 -1.00739  0.010
C: 2.25714 4.07084 -2.33855  -0.462
C: 1.87928 3.40863 -3.67541  -0.407
Br: 1.47766 4.75544 -5.15950  -0.033
H: 3.12595 4.67371 -2.60280  0.222
H: 1.59461 4.81458 -1.89581  0.233
H: 0.90704 2.94009 -3.52265  0.222
H: 2.69798 2.71641 -3.87204  0.226

Forces on atoms 1 to 3 (eV/Å):
0.1 0.7 -1.7
-0.7 -2.0 1.3
0.2 1.4 1.4